# C45H64BrHoN5O5PS2Se

A molecular structure, C45H64BrHoN5O5PS2Se (ωB97M-V with the def2-TZVPD basis set, the OMol25 dataset).

Energy: -9464.5335 Ha
Kohn-Sham gap (alpha / beta): 0.192 / 0.242 Eh
HOMO energy (alpha / beta): -2.97 / -4.33 eV
Expectation value of S²: 8.765
E_LUMO (alpha / beta): 2.2457 / 2.2418 eV
Total charge: -1
2S+1: 6
Maximum force: 1.86 eV/Å

Each line ends with the Mulliken charge.
Positions of all 125 atoms, in Å:
Ho 0.3628 0.0576 0.3745  -0.0401
C -5.4987 4.3176 -2.3983  -1.2966
C -5.5538 2.9650 -1.7305  0.4625
O -5.2182 3.1796 -0.3378  -0.1474
P -4.9356 1.9851 0.7438  0.2580
S -2.1500 0.4993 1.5464  -0.3892
S -3.0791 1.2678 -0.1035  -0.2987
O -4.4685 2.8749 1.9749  -0.3728
C -3.3400 3.7943 1.9918  0.5504
C -3.8335 5.2197 1.8862  -1.2611
H -5.7916 4.2174 -3.4564  0.3723
H -4.4791 4.7451 -2.3437  0.2234
H -6.1882 5.0328 -1.9049  0.3614
H -4.8307 2.2620 -2.1771  -0.2369
H -6.5592 2.5124 -1.7758  0.2837
H -2.6541 3.5463 1.1765  -0.2365
H -2.8360 3.5945 2.9491  0.3606
H -4.3000 5.4047 0.9026  0.1962
H -2.9804 5.9102 2.0022  0.3613
H -4.5781 5.4636 2.6658  0.3178
C 1.9057 -4.8292 7.1376  -1.5520
C 0.8530 -3.7140 7.2170  1.8900
C 1.3719 -2.6479 8.1885  -2.0312
C -0.4693 -4.2766 7.7658  -1.5145
C 0.6364 -3.1493 5.8264  0.0282
C 0.7119 -1.7917 5.5036  -0.0947
C 0.5624 -1.3865 4.1921  -0.0975
Br 0.5653 0.4738 3.7704  -0.1540
C 0.3894 -2.2664 3.0941  0.0039
O 0.4730 -1.7776 1.8729  0.6589
C 0.1542 -3.6362 3.4425  -0.0871
C 0.3166 -4.0056 4.7703  -0.8637
C -0.3157 -4.7165 2.4931  2.6635
C 0.6936 -5.8781 2.4620  -1.8077
C -0.5166 -4.2335 1.0590  -1.9931
C -1.6780 -5.2367 3.0000  -1.6771
H 2.1600 -5.1954 8.1502  0.4394
H 2.8325 -4.4585 6.6670  0.3300
H 1.5516 -5.7032 6.5555  0.3144
H 1.5538 -3.1011 9.1905  0.4087
H 0.6424 -1.8259 8.3310  0.3362
H 2.3311 -2.2118 7.8507  0.3785
H -0.2994 -4.7182 8.7697  0.4268
H -0.8866 -5.0683 7.1058  0.2736
H -1.2275 -3.4766 7.8628  0.3227
H 0.8837 -1.0312 6.2750  0.3303
H 0.1760 -5.0705 5.0079  0.0083
H 1.7042 -5.5239 2.1516  0.3220
H 0.3836 -6.6482 1.7225  0.4339
H 0.7995 -6.3698 3.4485  0.3350
H 0.4293 -3.9517 0.5832  0.0209
H -1.1931 -3.3644 1.0003  0.2257
H -0.9707 -5.0337 0.4383  0.5434
H -1.6049 -5.6903 4.0105  0.3170
H -2.0785 -5.9993 2.3038  0.4305
H -2.4161 -4.4084 3.0469  0.3362
C 1.6872 3.9839 -5.8860  -1.4734
C 3.0236 3.6472 -5.2915  0.8176
C 4.2003 3.9158 -5.9760  -0.7328
C 5.4356 3.5522 -5.4534  -0.6293
C 5.5009 2.8885 -4.2357  -0.9652
C 4.3429 2.6192 -3.5264  -0.2135
C 3.1008 3.0202 -4.0334  0.3644
N 1.8964 2.7722 -3.3553  -0.0075
C 1.7365 2.2760 -2.0852  -0.3897
N 2.5544 2.8427 -1.1579  0.2220
C 2.9726 2.4089 0.1054  0.0040
C 2.5650 1.2060 0.6923  0.1210
C 3.2573 0.8605 1.8416  -0.2491
C 4.2097 1.6869 2.4541  -1.2889
C 4.5086 2.9186 1.9014  -0.7858
C 3.9109 3.2966 0.7093  1.2209
C 4.2727 4.6228 0.0799  -1.5960
N 0.7632 1.4314 -1.8014  1.0211
C -0.0195 1.0660 -2.9306  -0.2057
C 0.3561 -0.0253 -3.7130  -0.0034
C -0.4135 -0.4010 -4.8032  -0.5267
C -1.5242 0.3628 -5.1664  -0.7365
C -1.8582 1.4929 -4.4258  -1.1493
C -1.1127 1.8675 -3.3104  1.5407
C -1.4194 3.1047 -2.5234  -1.1898
H 1.8215 4.5425 -6.8255  0.4091
H 1.0650 4.6020 -5.2019  0.2999
H 1.1106 3.0659 -6.1249  0.2734
H 4.1409 4.4295 -6.9430  0.3232
H 6.3489 3.7628 -6.0123  0.3653
H 6.4668 2.5517 -3.8414  0.3972
H 4.3888 2.0444 -2.5859  0.5634
H 1.1461 2.6194 -4.0273  0.0222
H 3.1207 3.5944 -1.5560  0.3577
H 3.0942 -0.0953 2.3414  0.5210
H 4.6986 1.3433 3.3692  0.3850
H 5.2123 3.5884 2.3902  0.3016
H 4.8588 5.2053 0.7978  0.3975
H 3.3707 5.2051 -0.1877  0.3292
H 4.8990 4.5049 -0.8252  0.2852
H 1.2329 -0.6131 -3.4038  0.2353
H -0.1239 -1.2687 -5.3985  0.3661
H -2.1295 0.0731 -6.0252  0.4130
H -2.7243 2.0990 -4.7165  0.3541
H -2.3360 3.5921 -2.8875  0.2023
H -0.5984 3.8479 -2.5819  0.1831
H -1.5609 2.8670 -1.4489  -0.0008
O 2.0800 -1.8969 -0.2912  -0.6687
H 1.3706 -2.2659 -0.8911  0.1731
H 1.8024 -2.2522 0.5952  0.4177
O -0.0832 2.7074 1.2593  -0.4078
H 0.6430 3.0234 1.8211  0.2293
H -0.8022 2.4039 1.8747  0.1065
C -3.8353 -1.2247 -3.1134  -0.6819
N -3.0228 -2.3316 -3.4910  0.6285
C -3.4587 -3.5867 -3.9032  -0.3907
C -2.3694 -4.3692 -4.0576  -0.6324
N -1.2548 -3.5934 -3.7512  0.4388
C 0.0982 -4.0459 -3.6868  -0.6479
C -1.6434 -2.3254 -3.3447  -1.2172
Se -0.9586 -1.7179 -1.2878  -0.0399
H -4.7940 -1.2373 -3.6589  0.3549
H -3.3034 -0.2937 -3.3146  0.0100
H -4.0292 -1.2284 -2.0242  0.2660
H -4.5182 -3.8075 -4.0480  0.4247
H -2.2739 -5.4042 -4.3658  0.4618
H 0.2675 -4.8923 -4.3717  0.3514
H 0.3541 -4.3583 -2.6571  0.1069
H 0.7684 -3.2100 -3.9590  0.1899

Cartesian forces, eV/Å:
0.5 -0.2 0.4
-0.1 0.5 -0.2
0.2 -0.3 1.0
-0.1 0.5 -1.0
0.1 -0.9 -0.2
0.1 -0.3 0.6
-0.5 0.2 -0.6
0.5 0.7 0.6
-0.4 -0.4 0.2
-0.1 0.5 -0.1
0.1 0.1 0.3
-0.5 -0.3 0.0
0.3 -0.4 -0.3
-0.2 0.2 0.1
0.3 0.1 -0.1
-0.1 0.0 0.1
-0.1 0.1 -0.3
0.2 -0.1 0.4
-0.3 -0.2 0.0
0.3 -0.2 -0.3
0.3 -0.5 0.1
0.0 0.1 0.1
0.1 0.2 0.6
-0.3 -0.3 0.2
-0.1 0.4 -0.7
0.1 0.2 0.6
-0.1 -0.3 -0.2
0.0 -0.1 0.3
0.1 0.5 -0.3
0.0 0.1 0.1
0.3 0.8 0.2
0.0 -0.4 0.4
-0.1 -0.5 -0.5
0.5 -0.4 -0.1
-0.4 0.1 -0.4
-0.5 -0.1 0.1
-0.1 0.1 -0.3
-0.4 -0.1 0.1
0.2 0.5 0.2
-0.1 0.2 -0.6
0.4 -0.4 -0.1
-0.5 -0.2 0.1
-0.1 0.2 -0.4
0.3 0.5 0.4
0.3 -0.3 -0.1
-0.1 -0.3 -0.4
0.1 0.5 -0.1
-0.7 -0.1 0.2
0.1 0.4 0.4
0.0 0.2 -0.5
-0.3 0.0 0.1
0.4 -0.4 0.0
0.2 0.2 0.4
-0.1 0.2 -0.6
0.2 0.3 0.3
0.4 -0.4 0.0
-0.5 0.2 -0.1
0.0 0.0 0.2
0.1 0.1 -0.1
0.3 0.0 -0.2
0.4 -0.1 0.0
-0.2 -0.4 0.4
0.5 0.0 0.2
0.2 0.4 -1.3
-1.2 -0.7 1.2
-0.2 0.5 -1.4
1.0 0.3 1.2
-0.7 -0.1 -0.7
0.9 0.2 0.8
-0.1 -0.6 0.1
-0.1 0.0 0.1
-0.3 -0.3 -0.4
0.0 0.1 0.0
0.9 0.6 0.0
-0.1 -0.1 -0.7
0.2 0.0 0.2
0.1 0.2 -0.4
0.1 0.0 -0.1
-0.1 0.0 -0.2
0.2 -0.2 0.2
-0.1 0.5 0.5
-0.1 -0.2 0.3
0.3 -0.4 -0.4
0.2 0.4 0.1
0.0 -0.2 0.4
-0.3 0.0 0.2
-0.4 0.2 -0.1
0.0 0.4 -0.6
-0.1 -0.2 0.8
-0.4 -0.5 0.3
-0.2 0.1 -0.2
-0.1 0.2 -0.2
0.0 0.0 -0.1
-0.1 0.0 -0.2
0.4 -0.1 0.1
-0.3 0.1 0.2
-0.5 0.3 -0.2
-0.1 0.2 0.2
0.1 0.1 0.2
0.3 -0.2 0.1
0.2 -0.2 0.1
-0.3 -0.3 0.0
0.1 0.2 -0.6
-0.9 -0.4 0.2
0.5 0.4 0.5
0.2 0.3 -0.7
-0.1 -0.2 0.6
-0.1 -0.2 -0.3
0.4 0.0 -0.6
-0.8 0.6 0.7
1.4 -1.1 -0.4
-0.4 0.1 0.1
0.2 -0.1 0.0
-1.2 0.8 0.1
0.8 -0.1 0.2
-0.5 -0.5 0.1
-0.4 -0.5 -0.3
0.4 0.0 0.1
-0.1 -0.2 -0.1
0.0 -0.1 -0.4
0.5 0.1 0.0
-0.1 0.3 0.0
-0.2 0.3 0.2
-0.1 0.1 -0.4
-0.3 -0.4 0.1